# 1
Computed, not measured: C15H16Cl2FMnNSSi as an isolated structure, with wB97M-V/def2-TZVPD.

Output
E (eV): -95102.912
Molecular weight (u): 415.295
Energy above the lowest of the compared OMol25 structures with the same formula, charge and spin (kJ/mol): 0.0
Lowest unoccupied orbital energy (spin up / spin down) (hartree): 0.011 / -0.010
Spin multiplicity: 6
Kohn-Sham gap (spin up / spin down) (eV): 7.81 / 7.55
HOMO energy (spin up / spin down) (hartree): -0.2756 / -0.2876

Structure (XYZ):
```
38
Properties=species:S:1:pos:R:3:nbo_charge:R:1
Mn -0.80 -0.37 -0.41 1.3713
C 3.06 -2.56 -1.58 -1.1364
Si 2.08 -0.99 -1.43 1.8025
C 0.88 -0.88 -2.87 -1.1511
C 3.22 0.48 -1.51 -1.1406
N 1.05 -0.96 -0.05 -1.2696
C 1.44 -1.02 1.28 0.0985
C 2.75 -1.13 1.76 -0.2520
C 3.04 -1.18 3.12 -0.1961
C 2.03 -1.12 4.07 -0.2453
C 0.71 -1.01 3.64 -0.2760
C 0.48 -0.97 2.29 0.3794
F -0.84 -0.86 1.86 -0.3945
H 3.63 -2.59 -2.51 0.2377
H 2.39 -3.43 -1.56 0.2388
H 3.76 -2.67 -0.75 0.2378
H 1.37 -0.92 -3.84 0.2578
H 0.33 0.07 -2.85 0.2354
H 0.16 -1.71 -2.84 0.2247
H 3.79 0.49 -2.44 0.2377
H 3.92 0.49 -0.68 0.2386
H 2.63 1.40 -1.46 0.2434
H 3.57 -1.18 1.04 0.2087
H 4.07 -1.27 3.43 0.2139
H 2.26 -1.15 5.12 0.2166
H -0.12 -0.95 4.33 0.2307
Cl -3.14 -0.70 -0.65 -0.0206
C -3.77 0.97 -0.51 -0.0249
C -5.15 1.04 -0.45 -0.2339
C -5.74 2.29 -0.35 -0.2115
C -4.93 3.41 -0.33 -0.2109
C -3.55 3.29 -0.40 -0.0348
Cl -2.63 4.76 -0.36 0.0285
C -2.89 2.05 -0.49 -0.2153
S -1.15 1.96 -0.56 -0.3801
H -5.74 0.14 -0.47 0.2329
H -6.81 2.38 -0.30 0.2254
H -5.36 4.40 -0.26 0.2335
```

# 2
Computed, not measured: a 3-piece molecular cluster, C2H4NO overall at a distorted geometry, with wB97M-V/def2-TZVPD.

Output
E (eV): -5659.532
Total charge: +1
Molecular weight (u): 58.060
Energy above the lowest of the compared OMol25 structures with the same formula, charge and spin (kJ/mol): 752.6
Lowest unoccupied orbital energy (spin up / spin down) (hartree): -0.346 / -0.353
Kohn-Sham gap (spin up / spin down) (eV): 7.65 / 7.49
HOMO energy (spin up / spin down) (hartree): -0.6272 / -0.6287

Structure (XYZ):
```
8
Properties=species:S:1:pos:R:3:nbo_charge:R:1
C -0.99 -0.99 -0.15 0.2701
C 0.25 -0.78 -0.01 -0.2487
N -2.01 -0.22 0.05 0.2521
O -2.18 0.95 -0.27 -0.0260
H -1.08 1.92 -0.54 -0.0023
H -0.32 2.47 -0.53 0.1880
H 0.91 -1.29 -0.61 0.2731
H 0.60 -0.17 0.88 0.2938
```

# 3
Computed, not measured: a 6-piece molecular cluster, C9H28ClO9 overall at a distorted geometry, with wB97M-V/def2-TZVPD.

Output
E (eV): -40731.335
Total charge: -1
Molecular weight (u): 315.767
Energy above the lowest of the compared OMol25 structures with the same formula, charge and spin (kJ/mol): 0.0
Lowest unoccupied orbital energy (hartree): 0.109
Kohn-Sham gap (eV): 10.08
HOMO energy (hartree): -0.2621

Structure (XYZ):
```
47
Properties=species:S:1:pos:R:3:nbo_charge:R:1
Cl -18.07 6.69 2.01 2.5606
O -19.06 5.99 2.79 -0.8731
O -18.43 6.78 0.62 -0.8819
O -17.91 8.01 2.57 -0.8935
O -16.81 5.97 2.10 -0.8814
C -17.77 2.50 -1.41 -0.6186
C -17.20 3.50 -0.43 0.0915
C -16.15 2.80 0.44 -0.6315
O -16.64 4.60 -1.14 -0.7359
H -16.97 2.00 -1.94 0.1946
H -18.40 3.01 -2.13 0.2161
H -18.38 1.77 -0.88 0.2072
H -18.02 3.87 0.19 0.1712
H -15.59 3.47 1.09 0.2211
H -15.47 2.22 -0.19 0.1936
H -16.72 2.07 1.03 0.2063
H -16.22 5.16 -0.47 0.4804
C -18.31 12.73 2.50 -0.6164
C -17.99 11.33 2.04 0.0902
C -17.36 11.28 0.66 -0.6281
O -17.13 10.76 3.02 -0.7492
H -18.87 12.72 3.43 0.2100
H -18.90 13.29 1.77 0.1961
H -17.39 13.29 2.67 0.2028
H -18.91 10.72 2.03 0.1662
H -16.49 11.95 0.63 0.1939
H -18.08 11.54 -0.11 0.1998
H -16.95 10.29 0.47 0.2249
H -17.24 9.81 2.96 0.5016
C -18.99 2.62 2.68 -0.2510
O -19.47 1.39 3.23 -0.7431
H -19.69 3.42 2.87 0.1927
H -18.02 2.92 3.09 0.1768
H -18.79 2.45 1.62 0.1590
H -20.35 1.54 3.58 0.4634
C -16.81 5.38 5.62 -0.2479
O -18.20 5.64 5.79 -0.7499
H -16.42 5.93 4.76 0.1899
H -16.28 5.70 6.52 0.1559
H -16.64 4.31 5.47 0.1520
H -18.55 5.95 4.94 0.4931
C -19.11 6.00 -2.81 -0.2334
O -19.98 6.11 -1.69 -0.7552
H -18.25 6.66 -2.71 0.1704
H -18.78 4.97 -2.94 0.1552
H -19.67 6.28 -3.70 0.1517
H -19.46 6.33 -0.91 0.5022
```